(1)
15
Properties=species:S:1:pos:R:3:forces:R:3 method="wB97M-V/def2-TZVPD" fmax_ev_per_a=1.25 gap_ev=9.731 e_homo_ha=-0.3644 spin_multiplicity=1 e_above_lowest_kcal_mol=0.0 lumo_energy_ev=-0.185
C 2.41433 -0.74684 -0.30079 0.0 1.2 -0.3
C 0.79691 -1.82387 1.13993 -0.8 0.0 0.4
C -1.80091 2.12026 -0.88769 0.2 -0.6 0.3
N -0.97736 -0.63517 -1.28113 0.0 0.7 -0.6
O 3.27034 -0.71239 -1.10620 0.2 -0.1 -0.1
O -1.77379 0.25761 1.01270 -0.1 0.7 0.0
O 1.92079 -1.77784 0.27487 0.2 -1.1 0.1
S -1.39173 0.40283 -0.37488 -0.7 -0.6 0.0
I 1.61305 1.21886 0.37077 0.5 0.0 0.1
H 0.84274 -1.04918 1.90594 0.1 0.0 -0.1
H 0.82856 -2.80446 1.61250 0.1 0.1 -0.1
H -0.12039 -1.71981 0.55294 0.3 -0.1 0.2
H -0.90142 2.59233 -1.26359 0.2 -0.1 -0.1
H -2.55581 2.07132 -1.66254 -0.1 -0.2 -0.1
H -2.16531 2.60636 0.00717 -0.1 0.1 0.1

---

(2)
43
Properties=species:S:1:pos:R:3:forces:R:3 method="wB97M-V/def2-TZVPD" fmax_ev_per_a=1.08 gap_ev=8.734 e_homo_ha=-0.3128 spin_multiplicity=1 e_above_lowest_kcal_mol=0.0 lumo_energy_ev=0.221 smiles="O=C(Nc1cccc(Cl)c1)c1ccc(NC2=N[C@@H]3CS(=O)(=O)C[C@@H]3S2)cc1"
O 4.27151 -2.98552 -1.48033 0.2 0.1 -0.1
C 3.20156 -2.74710 -0.96397 0.0 0.0 0.1
N 2.21183 -3.69245 -0.93692 0.2 -0.6 -0.2
C 0.88923 -3.58522 -0.49096 -0.6 0.1 0.1
C 0.13523 -2.42440 -0.65641 0.0 -0.1 -0.1
C -1.15151 -2.35308 -0.15481 0.1 -0.1 0.0
C -1.72568 -3.44335 0.47734 0.0 -0.1 0.1
C -0.99137 -4.61273 0.58986 0.0 0.3 -0.1
Cl -1.69619 -5.99877 1.34547 -0.1 -0.2 0.1
C 0.30722 -4.69409 0.11931 0.0 0.1 0.0
C 2.85538 -1.45522 -0.30653 0.3 0.3 0.1
C 2.95970 -0.26570 -1.01589 -0.1 -0.3 0.1
C 2.48814 0.91429 -0.47188 0.0 0.0 0.1
C 1.91007 0.91071 0.79287 0.1 -0.3 -0.2
N 1.29312 2.04993 1.32463 0.5 -0.2 0.6
C 0.35332 2.78246 0.68731 -0.6 0.6 -0.7
N -0.47808 3.50328 1.30949 0.4 -0.2 0.8
C -1.49153 4.12004 0.51968 0.2 0.5 -0.1
C -2.83584 3.55663 0.96482 0.1 -0.5 -0.6
S -3.00171 2.08694 -0.08848 -0.7 0.2 -0.2
O -4.37245 1.68598 -0.22387 -0.3 0.2 -0.1
O -2.05205 1.07457 0.27958 0.4 0.0 0.1
C -2.42423 2.98587 -1.56192 -0.2 -0.3 0.6
C -1.27299 3.79722 -1.00766 0.6 0.2 -0.2
S 0.26186 2.81617 -1.09028 0.0 0.1 -0.1
C 1.93333 -0.25515 1.55620 0.0 0.1 -0.1
C 2.39304 -1.43214 1.00644 0.2 0.1 -0.1
H 2.50846 -4.61272 -1.24012 0.1 0.2 0.0
H 0.54955 -1.57678 -1.17609 0.0 0.1 0.0
H -1.70782 -1.43284 -0.25020 -0.1 0.1 0.0
H -2.72910 -3.39087 0.86718 -0.1 0.0 0.0
H 0.86764 -5.60971 0.23263 0.1 -0.1 0.1
H 3.38100 -0.27732 -2.00934 0.0 0.0 -0.1
H 2.55864 1.83241 -1.03334 0.1 0.1 0.0
H 1.13309 2.02056 2.32510 0.0 0.1 -0.2
H -1.45563 5.20429 0.68500 -0.1 -0.2 -0.1
H -3.67890 4.19897 0.73296 -0.1 0.0 -0.1
H -2.82244 3.28785 2.01483 -0.1 -0.1 0.0
H -3.25938 3.59633 -1.89470 -0.1 0.1 0.0
H -2.12187 2.29645 -2.34380 -0.1 -0.1 0.0
H -1.10792 4.70926 -1.58441 -0.1 -0.1 0.1
H 1.54385 -0.24349 2.56344 -0.1 0.0 0.1
H 2.36995 -2.34155 1.58778 -0.1 -0.1 0.0

---

(3)
18
Properties=species:S:1:pos:R:3:forces:R:3 method="wB97M-V/def2-TZVPD" fmax_ev_per_a=0.37 gap_ev=10.631 e_homo_ha=-0.3577 spin_multiplicity=1 e_above_lowest_kcal_mol=6.9 lumo_energy_ev=0.898 smiles="CC[C@@H](C)NC=O"
C 0.55266 0.10438 -2.21089 0.1 0.0 0.0
C -0.05967 0.72347 -0.95700 0.0 0.1 0.0
C 0.07528 -0.15148 0.29973 0.1 -0.1 -0.1
C 1.43333 0.00730 0.98989 0.0 0.0 0.0
N -1.01850 0.12908 1.22278 -0.1 0.0 0.0
C -1.88978 -0.83552 1.61737 0.0 -0.1 0.0
O -1.79489 -2.01787 1.34871 0.0 0.4 0.1
H 1.58544 -0.22216 -2.04621 -0.1 0.1 0.0
H -0.02857 -0.76748 -2.53040 0.1 0.1 0.1
H 0.55648 0.82352 -3.03648 0.0 -0.1 0.1
H 0.39837 1.70347 -0.76078 -0.1 -0.1 0.0
H -1.12522 0.90557 -1.13969 0.1 0.0 0.0
H -0.06610 -1.20381 0.03215 0.0 0.1 0.0
H 2.23184 -0.46628 0.40873 -0.1 0.1 0.0
H 1.69182 1.06664 1.11403 -0.1 -0.1 0.0
H 1.41476 -0.45830 1.97969 0.0 0.0 -0.2
H -1.23916 1.09002 1.43936 0.0 -0.1 0.0
H -2.71809 -0.43054 2.22900 0.1 -0.1 0.0

---

(4)
98
Properties=species:S:1:pos:R:3:forces:R:3 method="wB97M-V/def2-TZVPD" fmax_ev_per_a=0.17 gap_ev="6.772 / 6.271" e_homo_ha="-0.2450 / -0.2278" spin_multiplicity=2 e_above_lowest_kcal_mol=0.3 lumo_energy_ev="0.106 / 0.074"
Re 0.94947 -0.64555 1.80726 0.1 -0.1 0.0
O -1.06321 1.31413 4.16469 0.0 0.0 0.0
C -0.25902 2.11907 3.75337 0.0 0.0 0.0
C -0.61765 3.25638 2.84583 0.0 0.0 0.0
C 0.11581 4.61065 3.08285 0.0 0.0 0.0
C 1.29526 4.52178 3.99682 0.0 0.0 0.0
C 1.80213 3.36812 4.43204 0.0 0.0 0.0
C 1.19151 2.07159 4.12104 0.0 0.0 0.0
C 1.90014 0.93793 4.12963 0.0 0.0 0.0
N 1.45895 -0.29068 3.62617 0.0 0.0 0.0
C 1.51661 -1.37797 4.60222 0.0 0.0 0.0
C 1.06907 -2.63224 3.86635 0.0 0.0 -0.1
N 1.61851 -2.47967 2.50809 0.0 0.0 0.1
C 2.53213 -3.29880 2.14274 0.0 0.0 0.0
C 3.32743 -3.15377 0.91593 0.0 0.0 0.0
C 4.71378 -3.27370 1.00324 0.0 0.0 0.0
C 5.51125 -3.08858 -0.11265 0.0 0.0 0.0
C 4.92990 -2.81427 -1.34437 0.0 0.0 0.0
C 3.55201 -2.73894 -1.45803 0.0 0.0 0.0
C 2.76271 -2.90383 -0.33125 0.0 0.0 0.0
O 1.38753 -2.99117 -0.45344 0.0 0.0 0.0
H -1.69949 3.35172 2.76826 0.0 0.0 0.0
H -0.54750 5.42792 3.37189 0.0 0.0 0.0
H 1.80054 5.45123 4.23823 0.0 0.0 0.0
H 2.71786 3.35968 5.01463 0.0 0.0 0.0
H 2.92015 0.94918 4.52063 0.0 0.0 0.0
H 0.86725 -1.17143 5.45733 0.0 0.0 0.0
H 2.54305 -1.50133 4.97499 0.0 0.0 0.0
H -0.01762 -2.65791 3.79223 0.0 0.0 0.0
H 1.42630 -3.54858 4.34098 0.0 0.0 0.0
H 2.80068 -4.11455 2.81325 0.0 0.0 0.0
H 5.16504 -3.48933 1.96432 0.0 0.0 0.0
H 6.58691 -3.16289 -0.02422 0.0 0.0 0.0
H 5.54947 -2.67862 -2.22087 0.0 0.0 0.0
H 3.07592 -2.56198 -2.41155 0.0 0.0 0.0
C -3.37190 0.50729 -3.98188 0.0 0.0 0.0
C -3.01271 0.12982 -2.56278 0.0 0.0 0.0
C -4.20866 -0.35015 -1.75729 0.0 0.0 0.0
O -2.00762 -0.86724 -2.61055 0.0 0.0 0.0
C -1.18005 -0.69342 -1.47190 0.0 0.0 0.0
C -1.20062 0.83330 -1.28641 0.0 0.0 0.0
O -2.40202 1.24640 -1.92195 0.0 0.0 0.0
C -1.11137 1.27295 0.19415 0.0 0.0 0.0
O -0.04479 0.50009 0.66776 0.0 0.1 0.0
C -2.42169 0.98152 0.93938 0.0 0.0 0.0
C -3.50312 1.85442 0.84246 0.0 0.0 0.0
C -4.71092 1.56351 1.45729 0.0 0.0 0.0
C -4.86305 0.39018 2.18248 0.0 0.0 0.0
C -3.79308 -0.48340 2.28668 0.0 0.0 0.0
C -2.58409 -0.18906 1.67104 0.0 0.0 0.0
C -0.75209 2.75050 0.29557 0.0 0.0 0.0
C 0.09051 3.15774 1.46126 0.0 0.0 0.0
C 0.52909 4.63672 1.57188 0.0 0.0 0.0
C -0.23596 5.56897 0.68934 0.0 0.0 0.0
C -0.99762 5.11479 -0.30314 0.0 0.0 0.0
C -1.20797 3.67933 -0.54611 0.0 0.0 0.0
C 0.17697 -1.40123 -1.79961 0.0 0.0 0.0
O 0.80689 -1.67275 -0.49831 0.0 0.0 0.0
C -0.12875 -2.74327 -2.46500 0.0 0.0 0.0
C -1.08443 -3.57771 -1.88734 0.0 0.0 0.0
C -1.35974 -4.81959 -2.42715 0.0 0.0 0.0
C -0.68191 -5.25562 -3.55978 0.0 0.0 0.0
C 0.27633 -4.43982 -4.13340 0.0 0.0 0.0
C 0.55315 -3.19191 -3.58531 0.0 0.0 0.0
C 1.06867 -0.47077 -2.60445 0.0 0.0 0.0
C 0.71078 -0.12298 -3.90772 0.0 0.0 0.0
C 1.44819 0.81517 -4.61380 0.0 0.0 0.0
C 2.55121 1.42266 -4.02913 0.0 0.0 0.0
C 2.90561 1.08730 -2.73229 0.0 0.0 0.0
C 2.16544 0.15250 -2.02001 0.0 0.0 0.0
H -3.77938 -0.35626 -4.50720 0.0 0.0 0.0
H -2.48024 0.85987 -4.49891 0.0 0.0 0.0
H -4.11758 1.30175 -3.97453 0.0 0.0 0.0
H -4.66817 -1.20454 -2.25541 0.0 0.0 0.0
H -4.94155 0.45179 -1.67050 0.0 0.0 0.0
H -3.90695 -0.63930 -0.75024 0.0 0.0 0.0
H -1.60674 -1.18549 -0.59240 0.0 0.0 0.0
H -0.35587 1.29256 -1.80261 0.0 0.0 0.0
H -3.40385 2.77130 0.27910 0.0 0.0 0.0
H -5.53613 2.25933 1.36951 0.0 0.0 0.0
H -5.80415 0.16487 2.66788 0.0 0.0 0.0
H -3.89000 -1.39608 2.86140 0.0 0.0 0.0
H -1.74992 -0.86914 1.78810 0.0 0.0 0.0
H 0.95183 2.49217 1.53520 0.0 0.0 0.0
H 1.60104 4.80127 1.43083 0.0 0.0 0.0
H -0.11592 6.63543 0.84988 0.0 0.0 0.0
H -1.50916 5.81284 -0.95523 0.0 0.0 0.0
H -1.80884 3.39633 -1.40134 0.0 0.0 0.0
H -1.60993 -3.26118 -0.99541 0.0 0.0 0.0
H -2.10557 -5.45209 -1.96302 0.0 0.0 0.0
H -0.89978 -6.22627 -3.98627 0.0 0.0 0.0
H 0.81743 -4.76889 -5.01140 0.0 0.0 0.0
H 1.30702 -2.57102 -4.04900 0.0 0.0 0.0
H -0.15521 -0.58439 -4.36302 0.0 0.0 0.0
H 1.15686 1.07399 -5.62389 0.0 0.0 0.0
H 3.12466 2.15689 -4.58014 0.0 0.0 0.0
H 3.75445 1.56425 -2.25895 0.0 0.0 0.0
H 2.43009 -0.06983 -0.99503 0.0 0.0 0.0

---

(5)
23
Properties=species:S:1:pos:R:3:forces:R:3 method="wB97M-V/def2-TZVPD" fmax_ev_per_a=3.03 gap_ev=3.668 e_homo_ha=-0.3080 spin_multiplicity=1 e_above_lowest_kcal_mol=189.4 lumo_energy_ev=-4.714
C -1.18580 -1.38242 0.12426 -1.3 0.3 0.1
C 0.34019 -1.47741 -0.00133 1.5 -1.6 0.2
N 1.26082 -0.59011 0.59376 -2.5 1.5 -0.9
C 1.27657 0.76180 0.05583 -0.3 -0.8 -1.4
C 0.50866 1.79172 0.87677 0.9 1.2 2.2
H -1.48253 -1.43644 1.16847 0.4 0.0 0.1
H -1.69428 -0.52499 -0.30764 0.5 0.2 -0.3
H 0.56285 -2.45240 0.44095 0.1 0.0 0.0
H 1.11849 -0.61912 1.68181 -0.3 -0.5 2.3
H 2.32738 1.00417 -0.13268 0.1 0.3 0.7
H 0.81681 0.71008 -0.92904 0.0 0.0 0.0
H 0.98483 2.77214 0.79257 -0.1 0.0 -0.8
H -0.56119 1.90522 0.76319 0.0 -0.5 -0.7
H 0.68396 1.62293 1.94506 -0.1 -0.4 -0.1
H 0.75596 -0.62280 3.43821 0.0 0.1 0.0
H -1.56226 -2.28459 -0.35706 0.1 0.0 -0.2
O 0.10946 -0.60564 2.71460 1.3 0.0 -1.1
H -2.56606 1.57316 -1.56741 0.0 -0.2 -0.3
H -0.78147 0.49366 -2.05260 -0.6 0.1 -0.8
O -1.63853 1.36050 -1.44027 0.3 0.2 0.7
H 0.59140 -1.50574 -1.08981 -0.3 0.6 -0.1
H -0.42951 -0.29285 -3.46697 -0.1 0.1 0.0
O -0.07552 -0.08009 -2.60088 0.5 -0.4 0.4

---

(6)
37
Properties=species:S:1:pos:R:3:forces:R:3 method="wB97M-V/def2-TZVPD" fmax_ev_per_a=13.50 gap_ev=8.316 e_homo_ha=-0.3035 spin_multiplicity=1 e_above_lowest_kcal_mol=292.0 lumo_energy_ev=0.058
C 4.62104 1.75404 1.30556 3.0 -1.4 -4.7
H 3.91609 2.41501 0.90942 -1.8 1.2 0.0
H 5.21719 2.24403 2.08228 -0.4 -0.9 0.3
O 4.12196 0.46163 1.58244 -1.3 -2.0 -0.3
C 3.18018 -0.34781 0.73297 1.3 2.2 5.2
C 2.54512 -1.35953 1.61519 0.2 0.1 -1.4
C 1.49574 -2.14618 1.18438 4.9 10.2 -7.4
C 1.05936 -1.64164 -0.34573 0.0 -2.6 4.9
C 1.56564 -0.58657 -1.01892 1.0 -1.1 1.0
C 2.71687 0.09209 -0.41104 -1.8 2.1 -3.5
C 3.21559 1.32503 -1.32015 3.7 -7.7 4.1
O 4.34660 1.35761 -1.66501 4.1 1.5 0.8
O 2.35948 1.63742 -2.10725 -6.4 7.1 -5.8
H 2.76648 2.47780 -2.62797 -1.4 -2.9 1.0
H 1.21601 -0.39954 -2.03068 0.0 0.2 0.3
S -0.32995 -2.63867 -0.80077 7.0 -2.2 -7.9
O -0.60105 -2.19995 -2.13148 -0.9 1.0 -1.0
O 0.02160 -4.05499 -0.77601 -0.5 1.2 1.7
N -1.37240 -2.29663 0.15702 -9.6 -4.3 8.2
C -2.40340 -1.29122 0.31324 2.7 3.6 -5.3
C -3.73073 -1.51758 0.53717 -0.8 2.6 2.6
C -4.71252 -0.36439 0.80408 10.1 0.8 -4.1
C -4.15558 0.87777 0.26914 -6.6 -7.4 5.1
C -2.89871 0.99150 -0.04875 5.8 -5.3 -2.4
C -1.92684 0.08578 -0.47797 -2.5 -6.3 6.4
H -0.83398 0.08635 -0.58890 -0.9 1.0 -0.4
O -2.64059 2.06116 -0.59114 -1.3 12.6 -3.0
C -3.86044 3.04447 -0.42798 -0.5 -5.8 -0.4
O -4.90384 1.91984 0.23670 0.8 5.6 -2.3
H -3.74248 3.68130 0.38067 0.5 1.5 1.0
H -4.25463 3.38216 -1.41001 0.5 -0.2 0.9
H -5.63873 -0.62505 0.85839 -5.8 -0.9 0.8
H -3.97331 -2.44934 0.97811 -0.5 -1.1 0.1
H -1.88834 -3.41619 0.48520 2.2 4.2 -1.1
H 1.13597 -2.93513 1.53680 -3.3 -6.3 3.3
H 3.04500 -1.29839 2.57489 -0.3 -0.7 0.2
H 5.32159 1.67381 0.23610 -1.3 0.2 3.3